No. 1
Below is a structure of composition C36H37GdN4S2, with properties calculated with ωB97M-V/def2-TZVPD.

Results
Energy relative to the best compared isomer or geometry (same formula, charge and spin) = 0.0 kcal per mole
Multiplicity = 8
Expectation value of S² = 16.045
Lowest unoccupied orbital energy (alpha / beta) = -0.698 / -1.042 eV

Last column: Löwdin spin population.
Cartesian coordinates (Å):
Gd  0.959  -1.513  -1.343  6.824
S  1.719  -3.622  0.184  0.021
C  3.482  -3.692  0.012  0.008
C  4.121  -4.765  0.649  0.002
C  5.490  -4.945  0.596  0.000
C  6.267  -4.042  -0.121  0.001
C  5.657  -2.981  -0.760  0.003
C  4.272  -2.770  -0.705  0.013
S  3.676  -1.335  -1.555  0.065
H  3.502  -5.467  1.193  0.000
H  5.947  -5.785  1.104  0.000
H  7.341  -4.169  -0.184  0.000
H  6.253  -2.274  -1.326  0.001
C  -3.614  -4.979  0.260  -0.001
C  -3.800  -5.012  -1.119  0.000
C  -2.990  -4.265  -1.955  -0.001
C  -1.984  -3.474  -1.407  0.000
C  -1.793  -3.446  -0.032  -0.001
C  -2.607  -4.196  0.801  0.000
N  -1.096  -2.668  -2.189  -0.015
N  -1.409  -2.544  -3.379  0.007
C  -0.584  -1.730  -4.193  0.007
C  -0.994  -1.676  -5.527  0.003
C  -0.292  -0.890  -6.421  -0.002
C  0.810  -0.172  -5.967  0.004
C  1.204  -0.248  -4.634  0.009
C  0.519  -1.019  -3.698  0.068
H  -4.246  -5.573  0.907  0.000
H  -4.579  -5.632  -1.545  0.000
H  -3.116  -4.287  -3.028  0.000
H  -0.994  -2.849  0.394  -0.001
H  -2.444  -4.177  1.870  0.000
H  -1.855  -2.257  -5.835  0.001
H  -0.591  -0.838  -7.459  0.000
H  1.370  0.446  -6.660  0.000
H  2.087  0.304  -4.326  0.002
C  3.331  2.014  4.930  0.000
C  2.079  2.445  4.166  0.000
C  2.275  3.888  3.677  0.000
C  0.877  2.382  5.119  0.000
C  1.807  1.546  2.966  0.000
C  2.608  0.468  2.621  0.000
C  2.286  -0.297  1.511  0.001
N  1.227  -0.051  0.743  -0.011
C  0.441  0.987  1.056  0.000
C  0.702  1.790  2.150  0.000
C  -0.723  1.223  0.147  0.000
C  -1.608  2.270  0.339  0.000
C  -2.672  2.480  -0.535  0.000
C  -2.789  1.592  -1.594  0.000
C  -1.867  0.568  -1.724  0.001
N  -0.858  0.373  -0.880  -0.010
C  -3.633  3.639  -0.300  0.000
C  -2.845  4.957  -0.319  0.000
C  -4.303  3.458  1.071  0.000
C  -4.721  3.704  -1.371  0.000
H  3.482  2.682  5.779  0.000
H  4.223  2.064  4.303  0.000
H  3.236  0.998  5.318  0.000
H  2.479  4.543  4.526  0.000
H  1.387  4.266  3.168  0.000
H  3.116  3.951  2.984  0.000
H  1.062  3.011  5.992  0.000
H  0.708  1.359  5.463  0.000
H  -0.039  2.734  4.640  0.000
H  3.486  0.205  3.193  0.000
H  2.897  -1.144  1.228  0.001
H  0.049  2.618  2.380  0.000
H  -1.472  2.939  1.175  0.000
H  -3.578  1.680  -2.327  0.000
H  -1.938  -0.123  -2.555  0.000
H  -2.084  4.985  0.462  0.000
H  -3.524  5.796  -0.156  0.000
H  -2.349  5.099  -1.281  0.000
H  -3.571  3.456  1.881  0.000
H  -4.856  2.518  1.111  0.000
H  -5.003  4.276  1.252  0.000
H  -4.299  3.855  -2.366  0.000
H  -5.383  4.545  -1.160  0.000
H  -5.329  2.797  -1.384  0.000

***

No. 2
Below is a structure of composition C36H37GeN3ORhSeSi, with properties calculated with ωB97M-V/def2-TZVPD.

Results
Energy relative to the best compared isomer or geometry (same formula, charge and spin) = 0.0 kcal per mole
Total charge = -1
Multiplicity = 5
Expectation value of S² = 6.038
Lowest unoccupied orbital energy (alpha / beta) = 2.748 / 1.624 eV

Last column: Löwdin spin population.
Cartesian coordinates (Å):
Rh  -8.817  5.237  19.677  1.339
C  -10.046  8.693  21.962  0.022
C  -9.886  7.387  21.197  0.154
N  -8.794  6.999  20.591  0.258
N  -7.796  7.856  20.495  -0.015
C  -6.926  7.363  19.586  0.086
O  -7.100  6.236  19.020  0.097
C  -5.788  8.233  19.248  0.004
C  -4.994  7.961  18.157  0.021
C  -3.965  8.863  17.801  -0.003
C  -3.817  10.066  18.493  0.021
C  -4.611  10.305  19.644  -0.002
C  -5.582  9.380  20.029  0.017
C  -10.900  6.382  21.181  0.134
C  -12.178  6.591  21.813  0.032
C  -13.195  5.694  21.594  0.060
C  -12.950  4.575  20.764  0.093
C  -11.684  4.338  20.269  0.024
N  -10.684  5.282  20.431  0.186
H  -9.157  9.273  21.721  0.000
H  -10.068  8.500  23.062  0.008
H  -10.995  9.162  21.730  0.005
H  -5.235  7.117  17.526  0.002
H  -3.506  8.795  16.830  -0.001
H  -3.084  10.813  18.182  0.002
H  -4.604  11.239  20.206  -0.001
H  -6.206  9.634  20.956  0.001
H  -12.323  7.445  22.452  0.001
H  -14.183  5.924  21.953  0.003
H  -13.762  3.900  20.478  0.006
H  -11.494  3.391  19.790  0.008
C  -9.389  4.044  18.252  0.769
Ge  -8.346  2.575  17.560  0.119
C  -8.460  0.981  18.670  0.023
C  -9.674  0.838  19.342  0.015
C  -9.855  -0.277  20.207  0.003
C  -8.813  -1.209  20.298  0.001
C  -7.631  -1.090  19.567  0.001
C  -7.526  -0.048  18.639  0.005
C  -9.114  1.901  15.863  0.011
C  -8.584  0.701  15.257  0.002
C  -9.223  0.108  14.168  0.001
C  -10.421  0.655  13.623  0.000
C  -10.957  1.789  14.208  0.000
C  -10.329  2.378  15.293  0.001
C  -6.410  2.775  17.355  0.012
C  -5.613  2.548  18.487  0.002
C  -4.221  2.826  18.385  0.000
C  -3.654  3.232  17.209  0.000
C  -4.440  3.368  16.086  0.000
C  -5.782  3.074  16.135  0.002
H  -10.289  4.142  17.598  0.054
H  -10.469  1.551  19.300  0.007
H  -10.781  -0.377  20.759  0.000
H  -8.959  -2.069  20.962  0.000
H  -6.906  -1.908  19.607  0.000
H  -6.607  0.010  18.079  0.000
H  -7.694  0.242  15.686  0.000
H  -8.835  -0.786  13.666  0.000
H  -11.003  0.125  12.883  0.000
H  -11.915  2.180  13.869  0.000
H  -10.759  3.308  15.692  0.000
H  -6.050  2.168  19.392  0.001
H  -3.532  2.720  19.209  0.000
H  -2.576  3.481  17.205  0.000
H  -3.995  3.723  15.181  0.000
H  -6.339  3.080  15.198  0.000
C  -5.452  1.513  22.094  0.015
Si  -6.162  3.210  22.304  0.047
C  -6.562  3.827  24.009  0.009
C  -4.894  4.337  21.453  0.000
Se  -8.216  3.169  21.191  0.325
H  -4.497  1.364  22.627  0.002
H  -5.343  1.191  21.062  0.000
H  -6.165  0.814  22.581  0.002
H  -5.727  4.152  24.698  0.001
H  -7.066  3.024  24.557  0.001
H  -7.209  4.669  23.916  0.001
H  -3.871  3.898  21.406  0.000
H  -4.779  5.290  21.943  0.000
H  -5.240  4.597  20.462  0.000

***

Q: multiplicity of number 1 (C36H37GdN4S2)?
A: 8

***

Q: Which value of multiplicity does entry 1 give?
A: 8